Run 1
A cluster of 2 separate species, C12H17N in total, computed with wB97M-V/def2-TZVPD.

```
30
Properties=species:S:1:pos:R:3:mulliken_charge:R:1
C -0.5548 -2.9092 1.2539 -1.26
C -0.5149 -0.3920 1.8244 0.79
C 0.0929 -1.6994 1.6259 0.65
C 0.5373 0.5788 1.9649 -0.03
C 1.5068 -1.4658 1.8543 -0.84
C -1.7954 -0.0391 2.1330 -0.23
C -2.2423 1.2431 2.2099 -0.86
C -1.1532 2.1896 2.3664 -0.21
C 0.2237 1.9103 2.2994 -0.60
N 1.7270 -0.0303 1.8084 0.00
H -2.5598 -0.8506 2.1910 0.29
H -3.1596 1.6844 2.5909 0.34
H -1.2876 3.2178 2.5460 0.39
H -1.0896 -3.5213 1.9645 0.33
H 0.1433 -3.5233 0.5388 0.28
H 2.3843 -2.0826 2.1714 0.30
H 2.6413 0.2784 1.8831 0.13
H 1.0031 2.7630 2.0591 0.21
H -1.4551 -2.7249 0.5336 0.32
C 1.0788 0.5747 -3.2919 -0.30
C 0.1804 1.7138 -2.8629 -1.01
C 0.2876 -0.8754 -3.6175 -0.89
H 1.7578 1.0333 -4.1378 0.25
H 1.8851 0.3870 -2.6040 0.35
H 0.1612 2.0461 -1.8511 0.25
H -0.7397 -0.6376 -3.4949 0.32
H 0.4422 -1.3912 -4.5696 0.30
H -0.8720 1.5111 -3.0636 0.31
H 0.5448 2.5417 -3.4980 0.26
H 0.8261 -1.5305 -2.8277 0.16
```

SMILES   Cc1c[nH]c2ccccc12.CCC
E_HOMO   -7.7 eV
Spin multiplicity   1

Run 2
A cluster of 2 separate species, C12H17N in total, computed with wB97M-V/def2-TZVPD.

```
30
Properties=species:S:1:pos:R:3:mulliken_charge:R:1
C -2.6938 -0.5514 -1.6965 -1.50
C -0.2729 0.0499 -2.2160 -0.81
C -1.3723 0.0536 -1.4111 0.89
C 0.2452 1.5186 -0.6442 -0.46
C -1.0664 1.0482 -0.3880 1.15
C 0.8610 2.4327 0.1953 -0.73
C -1.7858 1.5946 0.6810 -0.48
C 0.1839 2.8261 1.3213 -0.61
C -1.1880 2.5011 1.5364 -0.65
N 0.7185 0.9066 -1.7701 0.05
H -0.2274 -0.4986 -3.1466 0.38
H 1.6634 0.9718 -2.0930 0.18
H -3.2661 -0.6966 -0.7814 0.37
H -2.5871 -1.5522 -2.1263 0.40
H 1.8099 2.8893 -0.0630 0.38
H -2.8464 1.3799 0.7644 0.36
H 0.6464 3.4591 2.0631 0.41
H -1.6521 3.0053 2.3698 0.40
H -3.2577 0.0300 -2.4270 0.28
C 0.9677 -1.6343 0.8484 0.60
C 2.0364 -1.4634 1.9718 -1.36
C 1.3935 -2.6499 -0.1903 -1.22
H 0.0198 -2.0816 1.1652 0.20
H 0.7403 -0.5854 0.6216 -0.30
H 2.9857 -1.1836 1.5392 0.34
H 1.6949 -3.5430 0.3690 0.37
H 1.8744 -2.2709 2.6898 0.41
H 1.7070 -0.6081 2.5776 0.35
H 0.5431 -2.9670 -0.8116 0.31
H 2.1248 -2.3808 -0.9486 0.30
```

SMILES   Cc1c[nH]c2ccccc12.CCC
E_HOMO   -7.9 eV
Spin multiplicity   1

Run 3
An isolated molecule of C12H17N, computed with wB97M-V/def2-TZVPD.

```
30
Properties=species:S:1:pos:R:3:mulliken_charge:R:1
C 3.4965 -1.4398 0.0310 -1.09
C 2.1486 -1.3444 -0.6919 -0.38
C 1.7280 0.0784 -1.1336 -0.28
C 0.7682 1.5140 0.7150 -0.08
C 0.1804 0.4172 1.5862 -1.13
C -0.9349 -0.1108 0.7015 1.62
C -1.6806 -1.2236 1.0982 -0.89
C -2.7631 -1.4380 0.2613 -0.26
C -3.0400 -0.6760 -0.8955 -0.63
C -2.2838 0.4758 -1.1720 -0.92
C -1.1816 0.7645 -0.2969 -0.29
C -0.3474 2.0441 -0.1378 -0.67
H 4.3032 -1.2711 -0.7264 0.28
H 3.4865 -2.5921 0.2689 0.30
H 3.6339 -0.7905 0.9167 0.30
H 2.1803 -2.0637 -1.5229 0.43
H 1.3226 -1.6343 -0.0044 0.05
H 2.3737 0.4705 -2.0009 0.43
H 0.6441 0.0714 -1.4346 0.09
H 2.4684 1.8875 -0.1852 0.26
H 1.1418 2.3636 1.3774 0.50
H -0.1124 0.7083 2.5589 0.36
H 0.8778 -0.4393 1.6699 0.27
H -1.7665 -1.7454 2.0834 0.31
H -3.5424 -2.2087 0.5773 0.27
H -3.8930 -0.7238 -1.5585 0.35
H -2.6082 1.0993 -1.9279 0.52
H -1.1025 2.6444 0.4942 0.33
H -0.1024 2.5992 -1.0746 0.31
N 2.0219 1.0368 0.0136 -0.37
```

SMILES   CCCNC1Cc2ccccc2C1
E_HOMO   -8.6 eV
Spin multiplicity   1

Run 4
A cluster of 2 separate species, C12H17N in total, computed with wB97M-V/def2-TZVPD.

```
30
Properties=species:S:1:pos:R:3:mulliken_charge:R:1
C -2.9134 -1.3599 0.5036 -0.77
C -3.2322 -0.1727 -0.3877 -0.71
H -3.8127 -1.7124 1.0133 0.34
H -2.4193 -2.1681 -0.0324 0.26
H -2.2456 -1.2104 1.3574 0.12
H -3.0969 0.7747 0.1277 0.21
H -4.2541 -0.1792 -0.7729 0.41
H -2.6390 -0.1872 -1.3011 0.14
C 1.2281 -0.3759 2.1956 -0.53
C 1.5091 0.9608 2.8770 -0.99
C 1.5954 -0.4276 0.7367 0.34
C 2.5360 -1.2216 0.1524 -0.82
C 0.9056 0.2011 -0.3665 1.46
C 1.5160 -0.2295 -1.5725 -0.65
C -0.0464 1.2326 -0.4127 -0.20
C 1.0568 0.2480 -2.7730 -0.64
C -0.4603 1.7376 -1.6197 -0.83
C 0.0445 1.1802 -2.8257 -0.50
N 2.4997 -1.1298 -1.2126 -0.02
H 1.7148 -1.2307 2.6791 0.39
H 0.1686 -0.6314 2.2956 0.02
H 0.8495 1.6979 2.4224 0.25
H 3.2267 -1.8461 0.7000 0.42
H 3.1480 -1.5133 -1.8698 0.18
H -0.4522 1.5298 0.5420 0.37
H 1.5456 -0.0271 -3.7072 0.32
H -1.2882 2.4208 -1.7535 0.36
H -0.3770 1.4831 -3.7718 0.40
H 2.5402 1.2955 2.8689 0.31
H 1.1525 0.8608 3.9074 0.35
```

SMILES   CCc1c[nH]c2ccccc12.CC
E_HOMO   -7.8 eV
Spin multiplicity   1

Pick the most stable structure from those above. Pick: run 4